The following is a DFT calculation (ωB97M-V/def2-TZVPD) of 2 unconnected molecules or ions with the total composition C5H10N at a distorted geometry.

Output
LUMO energy ... -6.1 eV
Net charge ... +1
Energy above the lowest of the compared OMol25 structures with the same formula, charge and spin ... 3.8535 eV
Gap between HOMO and LUMO ... 8.690 eV

The geometry in XYZ format:
```
16
Properties=species:S:1:pos:R:3:forces:R:3:nbo_charge:R:1
H -0.0902 1.9573 1.2529 1.0 3.4 0.4 0.303
H -1.6464 -1.2210 0.6174 0.2 -0.7 -0.6 0.371
C 0.1538 0.4949 0.0646 2.3 -2.2 -3.3 0.455
C 2.5970 -0.4989 0.1300 -2.8 1.5 -0.9 0.045
C -0.3273 0.7963 -1.3212 -3.4 -0.6 1.8 -0.678
C -0.1953 0.9524 1.3747 -3.7 -2.6 0.0 -0.716
C 1.4432 -0.0978 -0.0391 1.8 -0.9 1.5 -0.178
H -1.3673 1.2471 -1.1959 0.9 -1.2 -0.9 0.246
H 0.1992 1.5811 -1.6766 2.2 3.0 -0.9 0.263
H -1.7682 -2.0751 -0.7712 -0.5 -0.6 -0.8 0.401
H 3.6250 -0.6709 -0.0205 0.7 -0.5 0.2 0.267
H -1.3335 0.9431 1.5560 1.5 -0.4 -0.2 0.281
H -0.1064 0.0061 -2.0681 -0.8 0.3 0.9 0.290
H -0.4368 -2.2167 0.1887 0.5 -1.0 0.2 0.383
H 0.3754 0.4082 2.0945 0.2 0.4 0.8 0.273
N -1.1221 -1.6061 -0.1862 -0.1 2.0 1.9 -1.008
```
Forces are in eV/Å.

***

The following is a DFT calculation (ωB97M-V/def2-TZVPD) of a molecular structure, C10H35N13O7Pb at a distorted geometry.

Output
LUMO energy ... -4.1 eV
Net charge ... +2
Energy above the lowest of the compared OMol25 structures with the same formula, charge and spin ... 0.3726 eV
Gap between HOMO and LUMO ... 9.993 eV

The geometry in XYZ format:
```
66
Properties=species:S:1:pos:R:3:forces:R:3:nbo_charge:R:1
O -1.2065 -0.4350 2.1548 0.0 0.2 0.4 -0.725
H -0.1642 -0.0629 -5.4709 -0.1 0.1 -0.1 0.413
H 4.7304 0.6995 -0.5911 0.3 -0.1 0.0 0.420
H 5.1632 1.4185 -2.1455 0.4 -0.2 0.3 0.405
N 4.4964 1.0166 -1.5118 -0.6 0.5 -0.6 -0.832
C 1.6630 2.8210 1.5485 0.4 -0.1 0.6 0.778
C -2.2841 1.9478 -0.3238 0.5 0.7 -1.1 -0.082
H 0.7320 -2.1672 -5.3132 0.0 -0.1 -0.1 0.406
C -2.8958 3.3111 -0.6613 0.2 -0.2 0.2 -0.620
H -2.2766 -4.3782 0.8146 -0.2 -0.3 -0.1 0.412
H -0.0992 -4.9878 -1.7544 0.5 0.0 -0.4 0.402
N 1.2346 3.8123 2.3769 -0.6 0.4 0.1 -0.829
C -2.9762 0.8695 -1.1378 0.0 -0.7 1.2 -0.065
O 0.0631 -0.9746 -2.4390 -0.3 -0.6 -1.0 -0.737
H -3.0661 -1.9579 2.7556 0.1 0.2 -0.2 0.406
H 3.0112 0.3090 4.3550 0.3 0.7 0.0 0.400
C 0.1456 -1.0565 -3.6713 0.9 0.3 -0.2 0.799
H 3.6317 1.7485 -3.6816 -0.4 -0.1 -0.7 0.407
H -2.7936 3.5064 -1.7318 -0.3 -0.1 -0.1 0.205
N 2.8111 0.1967 3.3814 -0.5 -1.2 -0.2 -0.839
H -0.5283 0.7757 4.3104 0.0 0.0 0.0 0.415
H -4.2189 -1.4113 -1.1792 0.0 -0.1 0.0 0.184
N 0.2445 -4.2876 -1.1250 -0.6 0.8 0.5 -0.822
N -1.6971 -4.6790 0.0499 0.1 0.9 0.2 -0.829
H 2.0493 -2.9052 3.7483 0.1 0.0 0.1 0.423
N 0.7686 -2.0940 -4.3122 -0.6 0.2 0.7 -0.813
H -3.3950 -1.3410 4.2959 0.2 0.2 0.2 0.403
H -2.7834 0.9372 -2.2130 -0.2 0.4 -0.1 0.171
H -2.3400 1.7369 0.7437 -0.1 -0.2 0.0 0.225
N -2.8687 -1.2557 3.4466 -0.1 -0.5 -0.3 -0.828
H -0.5389 0.8135 -4.0061 -0.2 0.0 -0.2 0.411
C 3.2034 0.8832 -1.9180 -0.4 -0.6 1.0 0.793
H -0.8243 2.3348 -1.6643 0.0 -0.5 -0.2 0.355
N -0.8469 1.9400 -0.7210 -0.3 0.5 -0.4 -0.857
H -4.0448 0.8959 -0.9017 -0.1 0.2 -0.4 0.197
N -0.2162 -0.0168 -4.4701 0.0 -0.1 0.4 -0.835
H 2.8342 0.9066 2.6784 -0.1 0.4 0.2 0.417
H 0.2528 3.8492 2.5987 0.1 -0.3 0.0 0.410
C -3.1440 -1.4546 -1.3982 -0.8 0.3 0.0 -0.250
O 1.7357 -1.2255 1.9242 0.4 0.2 0.2 -0.724
O -0.4195 -2.8951 0.5829 -0.1 -0.3 -0.7 -0.715
H -2.0036 -5.4184 -0.5523 0.1 -0.1 0.0 0.408
C -0.6240 -3.8604 -0.1655 0.0 -1.0 0.7 0.791
O -2.4994 -0.4043 -0.7070 0.5 -0.1 0.0 -0.565
N -1.3678 0.2282 4.3436 -0.3 -0.4 -0.4 -0.822
H 2.0057 1.0106 -3.5362 0.0 0.3 -0.3 0.419
H -1.7772 -0.0393 5.2182 0.3 0.3 0.3 0.399
O 2.3518 0.4412 -1.1253 0.5 0.2 -0.6 -0.739
N 2.9268 3.0029 1.0642 -0.4 -0.2 0.0 -0.842
H 0.8162 -2.9445 -3.7775 0.1 -0.1 -0.2 0.406
H -2.7835 -2.4162 -1.0500 0.3 0.0 0.0 0.197
H 2.9744 -1.7943 4.7497 0.0 -0.5 0.2 0.396
Pb 0.1902 -0.4698 0.0100 0.0 0.5 0.8 1.599
H 3.4742 3.7927 1.3478 0.1 0.1 -0.1 0.406
H 0.9898 -3.6410 -1.3231 0.1 -0.3 -0.4 0.412
H -0.3517 2.6772 -0.2271 0.0 -0.3 0.5 0.382
N 2.4065 -1.9904 3.9493 -0.2 0.8 -0.3 -0.824
H 1.7006 4.6961 2.4859 0.2 0.0 -0.2 0.402
H 3.3198 2.3248 0.4369 -0.1 -0.1 -0.1 0.416
N 2.9165 1.2455 -3.1902 0.5 -0.1 0.9 -0.823
C -1.7554 -0.4950 3.2571 -0.2 0.2 -0.1 0.806
O 0.9971 1.7989 1.3707 0.2 0.5 -0.2 -0.702
H -3.0425 -1.3398 -2.4826 0.2 -0.2 0.0 0.173
H -3.9434 3.3492 -0.3641 0.0 0.2 -0.1 0.232
H -2.3332 4.1077 -0.1728 -0.2 0.0 0.2 0.217
C 2.2694 -1.0056 3.0163 0.1 -0.5 -0.2 0.802
```
Forces are in eV/Å.

***

The following is a DFT calculation (ωB97M-V/def2-TZVPD) of 4 unconnected molecules or ions with the total composition C3H10N2O3.

Output
LUMO energy (alpha / beta) ... -4.3 / -8.4 eV
<S²> ... 0.76
Net charge ... +1
Energy above the lowest of the compared OMol25 structures with the same formula, charge and spin ... 0.7189 eV
2S+1 ... 2
Gap between HOMO and LUMO (alpha / beta) ... 8.575 / 4.529 eV

The geometry in XYZ format:
```
18
Properties=species:S:1:pos:R:3:forces:R:3:nbo_charge:R:1
C -2.3557 0.4907 -1.7295 0.2 -0.5 -0.3 0.116
H 3.5762 0.4323 -0.7612 0.2 0.0 -0.1 0.491
H 2.0825 -1.6324 6.1586 -0.1 -0.3 -0.3 0.472
H -3.3457 0.0727 -1.7320 -0.4 0.4 0.2 0.261
H 0.0291 2.5792 -1.9997 0.4 -0.2 -0.1 0.473
H 0.9748 -2.7479 6.3503 0.3 0.2 -0.3 0.474
N -0.5665 1.7663 -1.9091 -0.4 -0.1 -0.3 -0.502
C -1.8849 1.8436 -1.8850 0.2 0.0 0.2 0.163
H 0.7655 0.1169 -2.1234 0.3 -0.3 0.3 0.271
H 3.7578 1.0167 -2.1826 0.2 -0.1 0.1 0.488
C -0.2432 0.4126 -1.8971 0.4 0.8 0.1 0.369
O 3.1480 0.9607 -1.4410 -0.6 0.0 -0.1 -0.974
H -1.0957 -2.2783 1.5063 0.1 -0.2 0.2 0.471
O -0.1599 -2.0536 1.4356 -0.3 0.3 -0.3 -0.918
H -2.3641 2.7791 -2.0110 -0.7 0.6 0.1 0.260
O 1.4731 -2.0415 6.7745 -0.2 0.1 0.6 -0.946
N -1.3177 -0.3293 -1.7126 0.1 -0.5 -0.2 -0.417
H -0.1688 -1.4116 0.7169 0.2 -0.1 0.1 0.448
```
Forces are in eV/Å.

***

The following is a DFT calculation (ωB97M-V/def2-TZVPD) of 5 unconnected molecules or ions with the total composition C4H20N3O4 at a distorted geometry.

Output
LUMO energy ... -2.6 eV
Net charge ... +1
Energy above the lowest of the compared OMol25 structures with the same formula, charge and spin ... 1.9772 eV
Gap between HOMO and LUMO ... 8.986 eV

The geometry in XYZ format:
```
31
Properties=species:S:1:pos:R:3:forces:R:3:nbo_charge:R:1
C -0.2700 1.6577 -0.1816 -1.2 0.1 -0.5 0.000
N -0.1071 0.5411 -1.1535 -0.3 0.2 1.2 -0.767
H 2.5672 -1.2631 -0.4408 0.0 0.0 -0.3 0.505
H -0.0934 -3.0542 -2.7201 -0.4 0.8 -0.1 0.473
H 2.5459 1.9541 1.2924 -0.2 0.1 0.3 0.389
O 0.4926 -2.6596 2.3134 -0.7 -0.4 -0.1 -0.948
H -1.6121 3.2968 -0.0294 0.0 0.1 -0.2 0.243
H -3.5780 -0.0367 -1.2437 0.0 0.0 0.0 0.409
H 0.0975 -2.0452 2.9182 -0.1 0.8 0.9 0.472
H -2.6856 1.2957 1.0693 0.4 -0.1 -0.1 0.202
C -1.5651 2.3218 -0.5159 -0.8 0.2 1.3 -0.446
H 2.1021 0.4521 0.6839 -0.9 0.9 0.2 0.413
H 1.9014 -1.6075 2.0567 0.4 -0.1 -0.7 0.518
H 3.1922 -0.1887 -1.3633 0.1 -0.1 -0.1 0.475
H 0.4662 2.8270 1.4552 -0.7 0.2 -0.4 0.224
H -2.4505 -0.6219 -0.1867 -0.5 0.0 0.2 0.388
N 1.7732 1.3471 1.0740 0.3 -0.3 -0.2 -0.847
O 2.4581 -0.8083 -1.2986 -0.1 0.0 0.1 -0.984
H -1.2209 0.2236 -1.3324 1.4 0.4 -0.3 0.470
C -2.7347 1.4663 -0.0087 -0.4 -0.5 0.1 -0.219
H -0.2947 -3.1821 2.1210 0.3 -0.5 -0.4 0.493
O -0.2793 -2.9811 -1.7711 0.5 -0.7 -0.8 -0.945
C 0.5741 1.9801 0.7907 1.7 -0.6 -0.3 0.035
H 3.3510 -1.0953 1.7668 -0.1 -0.1 0.1 0.489
H -3.7132 1.9282 -0.1109 0.0 0.3 -0.5 0.216
O 2.4838 -1.2314 1.3681 0.5 -0.4 0.5 -0.983
H -1.7332 2.4124 -1.5905 0.4 0.3 -0.1 0.217
H 0.1185 -3.8380 -1.5706 -0.1 0.0 0.9 0.473
N -2.7180 0.1714 -0.7584 0.8 0.1 0.2 -0.854
H 0.4461 -0.2276 -0.7703 0.0 -0.2 -0.3 0.452
H 0.4857 0.9652 -1.8632 -0.4 -0.6 -0.8 0.436
```
Forces are in eV/Å.

***

The following is a DFT calculation (ωB97M-V/def2-TZVPD) of a molecular structure, C3H2CdO4 at a distorted geometry.

Output
LUMO energy ... -0.8 eV
Net charge ... 0
Energy above the lowest of the compared OMol25 structures with the same formula, charge and spin ... 0.0000 eV
Gap between HOMO and LUMO ... 5.690 eV

The geometry in XYZ format:
```
10
Properties=species:S:1:pos:R:3:forces:R:3:nbo_charge:R:1
O -1.5343 1.2876 0.1062 -1.9 2.7 -0.4 -0.981
O 1.7285 -0.1727 0.1288 2.0 0.0 -0.3 -0.656
O 3.9708 0.2483 -0.2514 -0.2 0.0 -0.2 -0.422
O -1.6790 -1.4543 0.0564 -2.1 -2.5 -0.3 -0.974
C -2.7181 0.6564 -0.0909 -0.8 -0.5 0.0 -0.007
C -2.7916 -0.6968 -0.0977 -0.7 0.6 -0.2 -0.008
Cd -0.3112 -0.1577 0.3601 2.4 -0.3 0.9 1.630
H -3.6169 1.2742 -0.2139 0.5 -0.2 0.1 0.163
H -3.7533 -1.2120 -0.2190 0.5 0.1 0.0 0.163
C 2.8541 0.0437 -0.0923 0.3 0.0 0.4 1.091
```
Forces are in eV/Å.

***

The following is a DFT calculation (ωB97M-V/def2-TZVPD) of a single C23H18N4O2S molecule at a distorted geometry.

Output
LUMO energy ... -1.0 eV
SMILES string ... O=C1c2cccc3cccc(c23)C(=O)N1CCCc1n[nH]c(=S)n1-c1ccccc1
Net charge ... 0
Gap between HOMO and LUMO ... 6.725 eV

The geometry in XYZ format:
```
48
Properties=species:S:1:pos:R:3:forces:R:3:nbo_charge:R:1
H -1.0715 4.6301 -2.1573 0.0 0.0 0.0 0.240
C -0.3374 0.1293 -1.8916 0.3 -0.3 -0.4 -0.179
C -0.6894 -0.4496 2.7349 -0.2 0.0 0.2 0.388
N -1.6628 -0.9792 3.4013 -0.3 0.8 0.1 -0.285
H 0.8624 -2.8796 0.2621 -0.1 0.0 0.0 0.250
H -3.5531 1.6261 0.7501 0.1 -0.1 0.0 0.229
H 2.1244 0.4146 2.6681 0.0 0.0 0.1 0.218
C -0.2559 -2.6220 2.7941 -0.2 -0.1 0.4 0.224
H 4.0622 0.7536 1.1937 0.1 0.1 0.0 0.217
C 1.3541 -1.2322 1.5273 0.6 0.1 -0.4 0.215
H -2.0291 -2.9503 3.8934 0.1 0.0 -0.1 0.428
H -1.8172 2.7145 2.0525 0.0 0.0 0.1 0.228
H -2.8645 0.0114 1.0900 0.0 0.2 -0.1 0.245
H 0.0690 -1.9506 -1.9766 0.0 -0.1 0.1 0.241
C 1.0968 -0.8795 -3.5443 0.2 0.2 -0.3 -0.230
N 0.2169 -1.4072 2.3351 -0.7 -0.4 0.6 -0.432
H 1.5588 -1.7671 -3.9491 0.1 -0.1 -0.1 0.222
S 0.4190 -4.1106 2.6768 0.3 -0.8 0.0 -0.253
H -0.1087 1.5049 3.2848 0.1 0.0 -0.1 0.237
H 2.8378 -2.5696 -1.1908 0.0 -0.1 -0.1 0.214
N -1.7907 1.1653 -0.2429 -0.3 0.0 0.3 -0.469
H 0.0722 1.1397 1.5648 0.0 0.0 0.1 0.227
H 4.4226 -0.7334 -0.7417 0.1 0.0 -0.1 0.215
C 0.7161 1.5072 -3.6142 -0.2 0.0 0.3 -0.092
C 0.9022 2.7807 -4.1913 -0.1 0.2 0.1 -0.144
C 3.3595 -0.0378 0.9795 0.1 0.1 -0.1 -0.212
O -1.3584 -1.0536 -0.1229 0.0 0.0 -0.1 -0.596
C 0.2619 -0.9908 -2.4290 -0.4 0.3 0.4 -0.105
C -1.6583 2.4275 -0.8030 0.0 0.2 -0.1 0.683
H -2.5890 1.4595 3.0417 0.0 0.1 0.0 0.231
C -1.9454 1.6391 2.1817 0.1 -0.1 -0.2 -0.401
H 1.5480 2.8702 -5.0528 0.1 0.0 -0.1 0.216
C -1.1886 0.0033 -0.6988 0.1 -0.3 0.0 0.687
C -0.5770 1.0020 2.4333 -0.2 0.2 0.0 -0.453
O -2.2516 3.3758 -0.3313 0.0 0.0 0.0 -0.584
C 1.3273 0.3418 -4.1219 0.0 -0.2 0.1 -0.134
C 3.5631 -0.8754 -0.1040 0.1 0.0 0.0 -0.210
C 0.2728 3.8843 -3.6760 0.2 -0.1 -0.2 -0.226
C -0.5671 3.7670 -2.5649 -0.2 -0.4 0.4 -0.113
C 1.5653 -2.0854 0.4511 -0.1 0.1 0.0 -0.215
H 1.9749 0.4287 -4.9824 0.1 0.0 -0.1 0.215
C 2.2626 -0.2165 1.8032 -0.1 -0.2 0.1 -0.235
C -0.7683 2.5388 -1.9695 0.2 0.4 -0.4 -0.180
N -1.3997 -2.3038 3.4488 0.8 0.2 -0.6 -0.381
C -2.6350 1.0672 0.9432 -0.3 0.0 0.4 -0.235
H 0.4194 4.8536 -4.1280 0.0 0.1 -0.1 0.222
C -0.1298 1.3919 -2.4826 0.1 0.0 -0.1 0.071
C 2.6711 -1.9035 -0.3580 0.0 0.0 0.1 -0.199
```
Forces are in eV/Å.